{
  "formula": "C73H161N8O3",
  "method": "the ωB97M-V functional and the def2-TZVPD basis",
  "symbols": ["C", "C", "C", "N", "C", "C", "C", "C", "C", "C", "H", "H", "H", "H", "H", "H", "H", "H", "H", "H", "H", "H", "H", "H", "H", "H", "H", "H", "H", "H", "C", "C", "C", "N", "C", "C", "C", "C", "C", "C", "H", "H", "H", "H", "H", "H", "H", "H", "H", "H", "H", "H", "H", "H", "H", "H", "H", "H", "H", "H", "C", "C", "C", "N", "C", "C", "C", "C", "C", "C", "H", "H", "H", "H", "H", "H", "H", "H", "H", "H", "H", "H", "H", "H", "H", "H", "H", "H", "H", "H", "C", "C", "C", "N", "C", "C", "C", "C", "C", "C", "H", "H", "H", "H", "H", "H", "H", "H", "H", "H", "H", "H", "H", "H", "H", "H", "H", "H", "H", "H", "C", "C", "C", "N", "C", "C", "C", "C", "C", "C", "H", "H", "H", "H", "H", "H", "H", "H", "H", "H", "H", "H", "H", "H", "H", "H", "H", "H", "H", "H", "C", "C", "C", "N", "C", "C", "C", "C", "C", "C", "H", "H", "H", "H", "H", "H", "H", "H", "H", "H", "H", "H", "H", "H", "H", "H", "H", "H", "H", "H", "C", "C", "C", "N", "C", "C", "C", "C", "C", "C", "H", "H", "H", "H", "H", "H", "H", "H", "H", "H", "H", "H", "H", "H", "H", "H", "H", "H", "H", "H", "C", "C", "C", "N", "C", "C", "C", "C", "C", "C", "H", "H", "H", "H", "H", "H", "H", "H", "H", "H", "H", "H", "H", "H", "H", "H", "H", "H", "H", "H", "O", "C", "O", "O", "H"],
  "coordinates": [[19.198, -5.078, -17.736], [18.105, -3.971, -17.597], [16.721, -4.570, -17.204], [15.574, -3.498, -16.792], [15.355, -2.587, -18.128], [14.677, -3.404, -19.340], [13.368, -3.953, -18.819], [13.448, -4.790, -17.620], [14.266, -4.254, -16.455], [15.882, -2.687, -15.537], [19.196, -5.737, -16.868], [20.245, -4.782, -17.801], [18.914, -5.770, -18.529], [18.058, -3.385, -18.516], [18.466, -3.254, -16.860], [16.753, -5.040, -16.221], [16.268, -5.406, -17.737], [16.355, -2.233, -18.378], [14.743, -1.732, -17.843], [15.396, -4.137, -19.707], [14.501, -2.874, -20.276], [12.826, -4.482, -19.603], [12.666, -3.235, -18.396], [14.045, -5.580, -18.074], [12.523, -5.348, -17.479], [14.447, -5.103, -15.796], [13.522, -3.595, -16.007], [15.030, -2.070, -15.252], [16.720, -2.017, -15.729], [16.279, -3.391, -14.804], [23.355, 2.163, -8.990], [23.103, 2.903, -7.676], [22.190, 2.116, -6.769], [21.813, 2.808, -5.441], [21.409, 4.296, -5.541], [20.740, 4.853, -4.338], [19.563, 3.962, -3.814], [19.997, 2.525, -3.541], [20.629, 2.001, -4.860], [22.951, 2.669, -4.354], [22.525, 1.695, -9.520], [24.013, 1.299, -8.894], [24.033, 2.812, -9.546], [22.473, 3.757, -7.922], [24.041, 3.334, -7.325], [22.448, 1.098, -6.478], [21.242, 1.948, -7.281], [20.679, 4.430, -6.339], [22.361, 4.778, -5.764], [20.225, 5.747, -4.690], [21.482, 5.157, -3.599], [18.771, 3.880, -4.559], [19.198, 4.435, -2.903], [19.207, 1.858, -3.197], [20.784, 2.735, -2.818], [19.810, 2.093, -5.575], [21.120, 1.028, -4.841], [23.762, 3.206, -4.846], [23.372, 1.663, -4.363], [22.649, 3.230, -3.470], [34.522, -3.522, -26.568], [35.665, -4.317, -27.171], [35.318, -5.121, -28.446], [36.529, -5.918, -29.054], [36.014, -6.706, -30.311], [35.999, -5.874, -31.641], [37.392, -5.172, -31.856], [37.538, -4.230, -30.773], [37.718, -5.045, -29.443], [37.063, -6.943, -28.089], [34.899, -3.094, -25.638], [33.616, -4.055, -26.279], [34.242, -2.669, -27.186], [35.992, -4.970, -26.362], [36.466, -3.624, -27.427], [35.043, -4.395, -29.211], [34.515, -5.811, -28.188], [35.049, -7.129, -30.029], [36.665, -7.576, -30.404], [35.119, -5.237, -31.556], [35.680, -6.538, -32.444], [37.299, -4.606, -32.782], [38.206, -5.874, -32.039], [36.673, -3.566, -30.780], [38.351, -3.565, -31.065], [38.079, -4.499, -28.571], [38.558, -5.687, -29.708], [37.667, -7.633, -28.678], [36.284, -7.489, -27.556], [37.778, -6.536, -27.373], [19.933, 10.410, -18.446], [20.944, 9.867, -19.464], [21.007, 8.254, -19.488], [22.345, 7.604, -19.221], [22.117, 6.057, -19.316], [23.490, 5.329, -19.193], [24.526, 5.912, -20.157], [24.690, 7.453, -20.070], [23.423, 8.125, -20.175], [22.678, 8.019, -17.800], [19.865, 11.498, -18.424], [20.024, 10.050, -17.422], [18.937, 10.016, -18.647], [21.907, 10.377, -19.427], [20.602, 10.225, -20.435], [20.532, 7.943, -20.418], [20.305, 7.753, -18.821], [21.746, 5.823, -20.314], [21.419, 5.826, -18.511], [23.183, 4.326, -19.492], [23.898, 5.211, -18.189], [24.226, 5.886, -21.204], [25.401, 5.271, -20.045], [25.212, 7.681, -21.000], [25.299, 7.723, -19.207], [23.092, 7.971, -21.202], [23.591, 9.189, -20.011], [23.597, 7.566, -17.427], [21.929, 7.536, -17.172], [22.740, 9.076, -17.540], [33.867, -6.296, -9.778], [32.829, -6.299, -11.007], [32.424, -7.741, -11.340], [31.512, -7.910, -12.585], [31.245, -9.451, -12.591], [30.127, -9.859, -13.515], [28.867, -9.107, -13.240], [29.057, -7.518, -13.320], [30.168, -7.131, -12.393], [32.264, -7.412, -13.851], [34.872, -6.644, -10.016], [33.554, -6.913, -8.936], [34.008, -5.282, -9.403], [33.378, -5.864, -11.842], [31.922, -5.747, -10.758], [31.880, -8.295, -10.576], [33.380, -8.239, -11.500], [30.946, -9.786, -11.598], [32.150, -10.038, -12.742], [29.915, -10.928, -13.469], [30.558, -9.774, -14.513], [28.372, -9.440, -12.327], [28.046, -9.397, -13.896], [28.165, -7.021, -12.940], [29.215, -7.188, -14.347], [29.867, -7.199, -11.347], [30.417, -6.091, -12.601], [33.228, -7.919, -13.836], [32.456, -6.346, -13.971], [31.694, -7.884, -14.652], [23.533, -4.296, -27.281], [23.927, -2.912, -26.705], [24.647, -1.888, -27.719], [25.011, -0.519, -27.210], [25.977, 0.179, -28.215], [25.369, 0.552, -29.638], [24.200, 1.488, -29.420], [23.225, 0.808, -28.543], [23.721, 0.406, -27.132], [25.701, -0.556, -25.843], [24.436, -4.721, -27.718], [22.744, -4.164, -28.022], [22.995, -4.848, -26.511], [24.428, -2.856, -25.739], [23.002, -2.436, -26.380], [24.083, -1.887, -28.652], [25.618, -2.158, -28.134], [26.780, -0.528, -28.422], [26.310, 1.113, -27.761], [25.008, -0.390, -30.050], [26.217, 1.018, -30.141], [23.804, 1.665, -30.420], [24.548, 2.450, -29.043], [22.929, -0.133, -29.004], [22.254, 1.302, -28.582], [22.927, -0.080, -26.564], [24.061, 1.224, -26.497], [24.973, -0.659, -25.038], [26.383, 0.242, -25.547], [26.307, -1.451, -25.699], [34.572, 10.196, -8.144], [33.907, 9.280, -9.111], [34.169, 7.771, -8.846], [33.805, 6.774, -10.000], [34.214, 5.301, -9.617], [33.671, 4.280, -10.549], [32.163, 4.461, -10.913], [31.956, 5.868, -11.454], [32.405, 7.015, -10.488], [34.731, 7.132, -11.235], [34.568, 11.251, -8.420], [35.643, 10.011, -8.051], [34.139, 10.128, -7.146], [34.270, 9.696, -10.051], [32.850, 9.504, -9.256], [33.472, 7.430, -8.082], [35.148, 7.536, -8.428], [33.581, 5.143, -8.744], [35.282, 5.259, -9.404], [33.787, 3.342, -10.006], [34.359, 4.178, -11.389], [31.615, 4.452, -9.970], [31.734, 3.714, -11.580], [30.902, 6.092, -11.621], [32.249, 5.838, -12.503], [31.744, 7.001, -9.621], [32.189, 8.002, -10.896], [34.662, 6.326, -11.966], [35.805, 7.139, -11.051], [34.234, 8.032, -11.597], [44.419, -6.422, -18.841], [43.864, -5.185, -19.473], [43.047, -4.130, -18.619], [42.075, -3.193, -19.411], [40.887, -3.927, -20.122], [39.965, -4.597, -19.122], [39.530, -3.686, -18.026], [40.636, -2.713, -17.467], [41.468, -2.014, -18.558], [42.962, -2.474, -20.633], [43.704, -7.187, -18.538], [45.194, -6.222, -18.102], [44.968, -6.978, -19.601], [43.419, -5.335, -20.456], [44.830, -4.713, -19.653], [43.729, -3.489, -18.060], [42.468, -4.607, -17.828], [41.200, -4.552, -20.959], [40.305, -3.122, -20.570], [40.458, -5.476, -18.709], [39.041, -4.990, -19.544], [39.114, -4.270, -17.205], [38.726, -3.042, -18.381], [41.199, -3.241, -16.697], [40.148, -1.981, -16.824], [42.323, -1.404, -18.268], [40.721, -1.478, -19.144], [43.903, -2.096, -20.233], [42.399, -1.674, -21.113], [43.296, -3.271, -21.298], [28.406, -0.549, -17.059], [28.948, -1.280, -18.013], [28.341, -2.087, -18.630], [30.120, -0.976, -18.246], [29.272, -0.260, -17.355]],
  "mulliken_charge": [-1.412, -0.262, -0.767, 0.210, -0.916, -0.491, -0.721, -0.693, -0.631, -1.003, 0.347, 0.380, 0.359, 0.288, 0.313, 0.474, 0.503, 0.454, 0.501, 0.285, 0.405, 0.431, 0.273, 0.259, 0.453, 0.373, 0.405, 0.394, 0.397, 0.395, -1.464, -0.196, -0.782, -0.063, -0.627, -0.747, -0.662, -0.658, -0.737, -0.967, 0.360, 0.384, 0.380, 0.344, 0.385, 0.502, 0.380, 0.449, 0.431, 0.346, 0.346, 0.339, 0.383, 0.394, 0.253, 0.418, 0.586, 0.422, 0.327, 0.474, -1.500, -0.129, -0.657, 0.302, -0.652, -0.701, -0.722, -0.519, -0.933, -1.068, 0.391, 0.381, 0.368, 0.294, 0.227, 0.318, 0.425, 0.402, 0.408, 0.377, 0.407, 0.361, 0.309, 0.258, 0.331, 0.569, 0.525, 0.462, 0.371, 0.397, -1.393, -0.392, -0.842, 0.049, -0.629, -0.627, -0.695, -0.783, -0.519, -0.940, 0.392, 0.327, 0.368, 0.323, 0.409, 0.468, 0.612, 0.367, 0.453, 0.391, 0.352, 0.282, 0.359, 0.423, 0.342, 0.421, 0.320, 0.397, 0.431, 0.336, -1.345, -0.147, -0.857, 0.207, -0.689, -0.643, -0.769, -0.732, -0.670, -0.923, 0.371, 0.373, 0.376, 0.256, 0.331, 0.459, 0.372, 0.407, 0.466, 0.421, 0.303, 0.338, 0.397, 0.382, 0.343, 0.440, 0.426, 0.354, 0.313, 0.441, -1.260, -0.526, -0.844, 0.345, -0.797, -0.597, -0.593, -0.633, -0.758, -1.118, 0.338, 0.345, 0.386, 0.478, 0.292, 0.343, 0.499, 0.432, 0.432, 0.314, 0.365, 0.363, 0.316, 0.310, 0.410, 0.449, 0.508, 0.446, 0.327, 0.427, -1.545, -0.211, -0.631, 0.069, -0.534, -0.836, -0.631, -0.852, -0.726, -1.037, 0.409, 0.360, 0.355, 0.306, 0.361, 0.447, 0.430, 0.405, 0.450, 0.423, 0.387, 0.273, 0.376, 0.417, 0.361, 0.441, 0.523, 0.457, 0.299, 0.456, -1.500, -0.445, -0.606, -0.202, -0.675, -0.585, -0.686, -0.691, -0.533, -0.888, 0.368, 0.348, 0.412, 0.340, 0.304, 0.476, 0.455, 0.498, 0.492, 0.310, 0.393, 0.294, 0.349, 0.338, 0.443, 0.448, 0.376, 0.392, 0.371, 0.402, -0.585, 0.650, -0.706, -0.765, 0.406],
  "multiplicity": 1,
  "homo_ev": -13.23,
  "charge": 7,
  "energy_ha": -3539.12110
}